Entry 1:
118
Properties=species:S:1:pos:R:3:forces:R:3 method="wB97M-V/def2-TZVPD" s2=2.00 multiplicity=3 charge=+1 homo_lumo_gap_ha="0.3435 / 0.3382" lumo_ev="-2.017 / -2.161"
Ni 11.63910 18.15591 9.32842 -0.790 -0.950 -1.457
O 12.41265 17.76527 12.85633 -0.383 -0.099 1.451
C 11.99999 17.74963 11.62384 1.622 0.335 -1.346
O 10.81560 17.84349 11.26706 -1.013 0.015 0.423
O 12.90711 17.75277 10.71216 0.665 -0.123 0.463
H 13.39478 17.75564 12.93200 -0.148 -0.216 -0.154
C 11.85597 14.91724 9.15358 -0.111 -0.499 0.361
O 11.11587 16.09408 8.86072 -0.075 0.989 0.329
C 9.70591 15.85665 8.92971 0.756 -0.480 -2.005
C 9.05941 16.79656 7.94341 0.139 0.575 -1.079
O 9.53013 18.15532 8.23528 -0.144 0.237 0.033
C 8.43601 19.13571 8.39811 0.217 -1.408 -0.281
C 7.92457 19.07242 9.82906 1.225 -0.216 -1.053
O 7.25630 17.88362 10.02993 -0.374 -0.867 0.843
C 7.17643 17.45439 11.42408 -1.070 -0.519 -1.229
H 12.90226 15.14341 8.99170 0.222 0.123 0.429
H 11.59271 14.18732 8.37301 -0.053 -0.173 0.476
H 11.60891 14.54378 10.19784 0.455 0.312 -1.208
H 9.35758 15.94650 9.93142 -0.400 0.014 0.820
H 9.63260 14.84998 8.49811 -0.772 -0.035 0.525
H 7.95675 16.74983 7.98524 0.584 0.040 0.195
H 9.36357 16.53825 6.86375 -0.225 0.357 1.555
H 7.70236 18.77495 7.66768 -0.295 0.516 0.294
H 8.73857 20.15386 8.10823 0.389 -0.509 0.172
H 7.30153 19.92057 9.94090 -0.790 1.154 0.673
H 8.81911 19.10536 10.46378 -0.343 0.218 0.165
H 6.16174 17.68324 11.84823 1.167 0.258 -0.197
H 8.02316 17.84153 11.98300 -0.209 0.120 0.199
H 7.22882 16.36295 11.34233 0.139 0.120 0.319
C 9.84994 15.97363 14.05645 0.194 0.073 -0.666
O 9.81023 14.72751 13.36504 0.227 0.113 -0.407
C 9.42478 13.57030 14.10014 -1.702 -0.355 -2.021
C 9.50204 12.27997 13.18083 -0.925 2.699 -0.089
O 10.84195 12.01958 12.80897 -0.675 -1.327 -0.086
C 11.23455 10.73549 13.34537 1.164 1.644 0.241
C 10.64704 9.47317 12.79934 0.637 0.839 -1.327
O 9.30633 9.35882 13.09924 -0.235 0.826 0.857
C 8.72292 8.14552 12.76841 0.425 -0.382 -0.914
H 9.17345 16.71312 13.59260 0.270 -0.359 -0.122
H 10.87062 16.39211 14.05831 -0.362 -0.240 -0.131
H 9.53388 15.89156 15.07132 -0.283 -0.345 1.013
H 8.34059 13.68123 14.36664 0.752 -0.173 0.231
H 10.04149 13.47291 14.94881 0.714 -0.290 1.299
H 8.83375 12.49846 12.29146 0.973 -0.236 0.630
H 9.02418 11.45261 13.69020 0.130 -0.090 0.245
H 11.02820 10.79519 14.42250 0.297 -0.273 0.016
H 12.33265 10.73003 13.15097 -0.683 -0.294 0.372
H 11.24112 8.72390 13.27504 0.393 -1.094 0.364
H 10.87001 9.43533 11.70505 -0.423 -0.161 0.399
H 7.67669 8.26140 12.95915 -0.643 -0.162 0.026
H 9.11598 7.29003 13.32996 0.093 0.121 0.046
H 8.90947 8.00119 11.69634 -0.318 -0.488 0.019
C 12.23250 17.99597 6.39040 -0.262 1.057 0.091
O 12.93204 17.92417 7.61881 -0.291 -0.322 0.867
C 14.34497 17.96059 7.46338 1.101 1.977 0.848
C 15.20822 17.74083 8.73249 -0.887 -1.052 0.851
O 15.18961 16.36173 9.05775 -0.164 -0.932 0.845
C 15.73802 15.87360 10.32878 0.767 1.784 -0.146
C 14.96286 14.67440 10.79564 1.226 1.281 1.666
O 14.93304 13.72160 9.82858 -0.336 -1.645 -0.540
C 14.65875 12.46182 10.40620 -0.644 -1.263 -1.926
H 12.28466 19.00064 5.94721 0.207 -0.125 0.132
H 11.19992 17.78691 6.58321 -0.497 -0.054 0.267
H 12.56357 17.27880 5.68062 0.672 -0.745 -0.581
H 14.66675 18.97297 7.15122 -0.458 -0.033 -0.086
H 14.54014 17.34377 6.62752 0.808 -1.169 -0.549
H 14.78095 18.28951 9.59902 0.119 0.090 -0.621
H 16.25206 18.06352 8.61164 -0.259 0.214 -0.525
H 15.56504 16.59912 11.19886 0.478 -0.353 -1.305
H 16.84696 15.68981 10.16898 -1.211 0.116 0.303
H 13.99998 15.10420 11.06336 -0.657 -0.450 0.128
H 15.45396 14.30379 11.77459 -0.635 0.519 -1.289
H 13.62684 12.31931 10.72454 -0.318 0.519 0.302
H 15.30859 12.28523 11.22829 0.683 -0.299 0.789
H 14.77699 11.65339 9.63542 0.313 0.897 0.551
C 13.53351 14.31220 14.44882 0.826 -0.343 -0.873
O 14.41410 15.35836 14.04402 0.084 -0.250 0.347
C 14.91835 16.08901 15.13161 -0.072 1.037 -0.192
C 15.86987 17.16642 14.57278 0.985 -0.983 0.751
O 15.21373 17.99572 13.62959 0.521 -0.176 -0.029
C 16.09266 19.00442 13.07266 0.080 -0.815 0.997
C 15.20455 19.90737 12.31192 -0.714 0.487 0.844
O 14.71113 20.90784 13.20701 -1.306 0.816 0.163
C 14.28123 20.59405 14.58362 2.375 -0.832 -1.685
H 12.53450 14.66263 14.65447 -0.375 0.311 0.274
H 13.94771 13.74686 15.29762 -0.140 0.144 -0.155
H 13.48658 13.67205 13.56334 -0.211 -0.179 0.284
H 15.40961 15.44709 15.88974 0.130 0.230 -0.456
H 14.09460 16.58611 15.64377 -0.282 0.163 0.207
H 16.74036 16.58076 14.12954 -0.813 0.986 0.132
H 16.26452 17.81199 15.41038 -0.290 -0.679 -0.635
H 16.81811 18.55318 12.43063 0.619 -0.615 -0.452
H 16.63825 19.50948 13.90474 -0.339 -0.173 -0.630
H 14.43352 19.24582 11.82920 0.271 0.837 0.320
H 15.71663 20.48405 11.53870 0.079 -0.200 0.025
H 15.23317 20.28278 15.09035 -1.150 0.005 0.140
H 13.55753 19.78295 14.55154 -0.189 0.153 0.386
H 13.96180 21.51715 15.03770 -0.384 0.190 -0.138
C 12.75802 22.20679 9.68736 0.079 1.226 -0.101
C 11.98000 20.97448 9.86857 -0.280 -1.339 -0.339
O 12.09678 20.11596 8.97228 -0.542 0.326 1.214
C 11.09442 20.76010 11.07050 -1.439 2.563 -0.875
H 12.20467 23.12719 9.92646 -0.013 -0.406 0.101
H 13.03774 22.25391 8.63920 0.326 0.028 0.019
H 13.64877 22.22274 10.33018 -0.150 -0.211 -0.074
H 10.15943 20.18018 10.86958 0.997 0.777 0.010
H 10.89143 21.79074 11.51156 -0.211 -1.250 -0.678
H 11.57606 20.29251 11.86273 1.305 -1.179 1.300
C 9.23861 19.45169 15.38793 1.665 3.205 -1.482
C 7.80598 19.16115 15.07692 0.233 -0.651 -1.192
O 7.32218 19.20638 13.95826 0.539 0.595 0.558
C 7.03882 18.57038 16.19192 1.300 0.142 0.033
H 9.31334 20.42762 15.96812 -0.310 -1.387 0.053
H 9.82222 19.79433 14.48239 -0.850 -0.745 0.422
H 9.85092 18.68471 15.83377 -0.329 -0.399 0.556
H 7.59906 18.70928 17.11031 -0.347 -0.179 0.322
H 7.08068 17.54112 15.85984 -0.591 -0.591 0.511
H 6.07536 19.00052 16.19849 -1.244 0.016 0.234



Entry 2:
14
Properties=species:S:1:pos:R:3:forces:R:3 method="wB97M-V/def2-TZVPD" charge=0 homo_lumo_gap_ha=0.2904 lumo_ev=0.307
C 0.94185 0.70611 -1.01208 3.816 0.656 -2.445
C 1.40661 -1.46003 -0.14176 -1.053 -3.855 0.944
C -2.24694 0.12433 0.38613 -0.959 0.910 -1.177
N -0.35599 0.71871 -0.66452 -4.195 1.104 0.516
N -0.86172 -0.13099 0.05053 0.954 -0.292 1.377
N 1.74432 -0.32205 -0.36522 2.106 3.104 -1.283
S 3.51406 0.33072 -0.01649 0.464 -1.211 0.488
H 1.01290 0.72556 -2.19467 0.028 -0.450 2.293
H 1.41068 1.67503 -0.70768 -0.566 -0.490 -0.228
H 2.15889 -1.94845 0.47461 -0.009 -0.619 -0.072
H -2.41638 0.96155 1.12017 0.570 -0.800 -0.663
H -2.73489 -0.78931 0.76068 0.312 0.401 -0.293
H -2.62375 0.45550 -0.61482 -0.712 -0.233 1.023
H 4.01176 -0.97442 0.28228 -0.757 1.775 -0.481



Entry 3:
20
Properties=species:S:1:pos:R:3:forces:R:3 method="wB97M-V/def2-TZVPD" charge=0 homo_lumo_gap_ha=0.3548 lumo_ev=0.330
C -2.49571 -0.36594 0.56819 2.021 1.063 -0.282
C 0.61023 -0.00941 -0.43745 1.573 1.096 -2.453
C 0.73601 -1.28512 0.34183 -1.211 -1.637 3.405
C -1.61684 0.29869 -1.44360 0.534 -0.455 -0.737
C -1.36489 0.71738 0.71175 -2.815 -0.578 -0.436
N -0.65494 0.73832 -0.50748 0.810 -0.829 0.339
O -2.62227 -0.52442 -0.78839 -0.063 -0.437 0.602
O -3.11031 -0.86450 1.45618 -0.492 -0.376 -0.623
O 3.29563 -1.61522 -0.39523 1.162 0.430 -1.972
O 2.81268 -0.20195 1.64765 -0.545 -0.762 0.739
S 2.49778 -1.70289 0.77195 -1.808 1.146 3.372
H 1.28462 0.84287 -0.04666 -0.255 -2.056 -0.609
H 0.91868 -0.34864 -1.55114 -0.500 1.403 2.382
H 0.22025 -1.24410 1.46011 1.338 0.006 -2.683
H 0.31195 -2.26950 -0.07832 0.573 1.638 0.117
H -2.05782 1.21021 -1.78880 -1.006 0.149 -0.733
H -1.07547 -0.26158 -2.23296 -0.926 0.201 0.232
H -0.82726 0.67153 1.58316 1.616 -0.634 1.923
H -1.99767 1.55808 0.89680 -0.347 1.376 -0.373
H 2.60299 -0.16672 2.64236 0.338 -0.742 -2.210



| no. | calculated total energy (a.u.) |
| --- | --- |
| 1 | -4009.534220 |
| 2 | -680.757293 |
| 3 | -949.737175 |